No. 1
{
  "formula": "C34H23F9NO4",
  "method": "ωB97M-V/def2-TZVPD",
  "symbols": ["C", "C", "N", "C", "F", "F", "C", "F", "F", "C", "F", "F", "C", "F", "F", "F", "H", "H", "H", "H", "H", "H", "H", "C", "C", "C", "C", "C", "C", "C", "O", "C", "C", "C", "C", "C", "C", "C", "O", "H", "H", "H", "H", "H", "H", "H", "H", "C", "C", "C", "C", "C", "C", "C", "O", "C", "C", "C", "C", "C", "C", "C", "O", "H", "H", "H", "H", "H", "H", "H", "H"],
  "xyz": [[-3.3664, -0.4253, 0.7904], [-3.7883, 0.4410, 1.9594], [-4.0334, 1.8984, 1.5622], [-2.8763, 2.7712, 1.1755], [-3.3744, 3.9921, 1.0111], [-2.4606, 2.3053, 0.0045], [-1.6319, 2.8400, 2.1249], [-0.7889, 3.6212, 1.4487], [-1.1250, 1.6040, 2.1964], [-1.7259, 3.4394, 3.6024], [-1.3008, 4.7025, 3.5541], [-0.9055, 2.7066, 4.3602], [-3.0926, 3.4502, 4.3339], [-2.9689, 3.9682, 5.5223], [-4.0108, 4.1299, 3.6312], [-3.5487, 2.1821, 4.4361], [-2.4072, -0.1241, 0.3679], [-3.2395, -1.4442, 1.1648], [-4.1203, -0.4385, -0.0009], [-3.0726, 0.4246, 2.7792], [-4.7503, 0.1122, 2.3623], [-4.6340, 1.8826, 0.7271], [-4.5814, 2.3620, 2.2949], [6.9938, -1.3616, 1.8580], [6.1765, -1.6452, 0.7692], [5.1263, -0.8015, 0.4492], [4.8861, 0.3295, 1.2203], [5.7021, 0.6094, 2.3197], [6.7575, -0.2382, 2.6324], [5.4561, 1.8000, 3.1816], [6.1609, 2.0484, 4.1343], [4.3009, 2.6811, 2.8338], [4.0223, 3.7784, 3.6405], [2.9594, 4.6110, 3.3323], [2.1809, 4.3581, 2.2069], [2.4559, 3.2675, 1.4005], [3.5090, 2.4186, 1.7163], [3.7603, 1.2291, 0.8501], [3.0571, 1.0049, -0.1136], [7.8172, -2.0196, 2.1019], [6.3626, -2.5255, 0.1682], [4.4878, -1.0054, -0.3993], [7.3838, -0.0061, 3.4829], [4.6449, 3.9656, 4.5047], [2.7391, 5.4607, 3.9653], [1.3599, 5.0195, 1.9618], [1.8629, 3.0578, 0.5202], [-0.8492, -0.3739, -6.1222], [-1.5225, 0.1969, -5.0477], [-2.0310, -0.6064, -4.0417], [-1.8752, -1.9862, -4.1048], [-1.2076, -2.5578, -5.1894], [-0.6924, -1.7475, -6.1933], [-1.0426, -4.0365, -5.3016], [-0.4512, -4.5304, -6.2352], [-1.6355, -4.8818, -4.2261], [-1.5337, -6.2633, -4.3259], [-2.0697, -7.0693, -3.3355], [-2.7059, -6.4988, -2.2386], [-2.8105, -5.1223, -2.1347], [-2.2796, -4.3073, -3.1279], [-2.4172, -2.8310, -3.0044], [-2.9546, -2.3293, -2.0338], [-0.4486, 0.2553, -6.9059], [-1.6493, 1.2705, -4.9991], [-2.5550, -0.1758, -3.1995], [-0.1741, -2.2071, -7.0237], [-1.0335, -6.6925, -5.1831], [-1.9929, -8.1454, -3.4170], [-3.1220, -7.1314, -1.4657], [-3.3062, -4.6666, -1.2888]],
  "forces_ev_per_angstrom": [[0.16, 0.08, 0.00], [-0.03, -0.46, 0.16], [-0.19, -0.14, 0.09], [0.04, 0.04, 0.09], [-0.11, 0.10, -0.03], [0.06, 0.00, -0.06], [-0.12, 0.02, 0.05], [0.08, -0.03, -0.03], [-0.04, -0.12, 0.02], [-0.05, 0.00, -0.04], [-0.04, 0.04, 0.01], [0.12, 0.08, 0.01], [-0.03, -0.31, -0.28], [0.00, 0.09, 0.18], [0.02, 0.06, -0.06], [0.04, 0.01, -0.03], [-0.11, -0.03, 0.03], [-0.12, 0.10, -0.10], [0.09, -0.08, 0.04], [-0.04, 0.16, -0.15], [0.08, 0.12, -0.08], [0.06, 0.06, 0.01], [0.18, 0.08, 0.03], [-0.01, 0.01, 0.00], [-0.01, 0.01, 0.01], [0.05, -0.05, -0.03], [0.01, 0.04, 0.01], [-0.04, 0.01, 0.00], [0.04, -0.06, -0.01], [0.04, 0.01, 0.04], [-0.02, -0.01, -0.01], [-0.01, -0.02, -0.02], [-0.05, 0.06, 0.03], [0.02, -0.04, -0.01], [0.01, 0.02, 0.05], [-0.11, 0.06, 0.02], [0.04, -0.02, 0.01], [-0.03, -0.02, -0.03], [-0.02, -0.02, 0.03], [0.00, 0.00, 0.00], [0.01, 0.00, 0.00], [-0.02, 0.04, 0.01], [-0.03, 0.03, 0.01], [0.03, -0.04, -0.02], [0.01, 0.01, -0.02], [0.03, 0.03, -0.01], [0.04, -0.03, -0.01], [0.00, -0.01, 0.01], [-0.01, -0.01, 0.01], [0.02, 0.07, -0.03], [0.01, -0.03, 0.01], [-0.03, -0.01, 0.02], [0.01, 0.07, -0.03], [0.04, -0.03, -0.04], [-0.01, 0.01, 0.02], [0.00, 0.03, 0.01], [-0.01, -0.07, 0.03], [0.00, 0.01, 0.00], [0.00, 0.01, 0.00], [-0.01, -0.07, 0.02], [0.00, 0.03, -0.03], [0.01, -0.02, 0.02], [-0.03, 0.10, 0.10], [0.00, 0.00, 0.00], [0.01, 0.00, 0.00], [0.00, -0.04, 0.02], [-0.01, -0.04, 0.02], [0.01, 0.04, -0.01], [0.00, 0.00, 0.00], [0.00, 0.00, -0.01], [0.00, 0.03, -0.02]],
  "total_charge": 1,
  "lumo_ev": -3.12,
  "largest_force_ev_per_a": 0.5,
  "gap_ev": 8.29
}

=====

No. 2
{
  "formula": "C34H24ClDyIN8O4S2Se",
  "method": "ωB97M-V/def2-TZVPD",
  "symbols": ["Dy", "Cl", "C", "C", "C", "I", "C", "O", "C", "N", "C", "C", "C", "C", "H", "H", "H", "H", "C", "C", "C", "C", "C", "N", "C", "O", "N", "C", "C", "C", "C", "N", "C", "C", "C", "H", "H", "H", "H", "H", "H", "H", "H", "H", "H", "H", "H", "H", "Se", "N", "C", "C", "C", "C", "N", "C", "N", "H", "H", "H", "O", "S", "O", "N", "C", "S", "C", "C", "C", "C", "C", "C", "H", "H", "H", "H"],
  "xyz": [[0.1640, 0.7528, -1.7000], [5.5427, 1.5667, 2.9222], [4.5740, 1.3023, 1.5202], [5.1723, 0.9879, 0.3199], [4.3838, 0.7222, -0.7960], [5.2055, 0.2107, -2.6750], [2.9938, 0.7780, -0.7648], [2.2709, 0.4657, -1.8055], [2.3775, 1.2080, 0.4607], [1.0269, 1.4071, 0.4493], [0.4368, 1.7453, 1.5813], [1.1267, 1.9227, 2.7855], [2.4889, 1.7826, 2.8025], [3.1688, 1.4281, 1.6221], [6.2477, 0.9348, 0.2451], [-0.6350, 1.9185, 1.5428], [0.5817, 2.1829, 3.6767], [3.0569, 1.9366, 3.7044], [-0.3638, -1.6800, 6.4458], [-1.1782, -1.3576, 5.2326], [-1.6778, -2.3821, 4.4348], [-2.4530, -2.1203, 3.3222], [-2.7554, -0.8027, 2.9975], [-3.5346, -0.4579, 1.8789], [-4.3099, -1.2876, 1.1320], [-4.6303, -2.4142, 1.3975], [-4.8136, -0.6749, -0.0448], [-4.1069, 0.0060, -1.0018], [-4.6610, 0.1700, -2.2813], [-3.9492, 0.8370, -3.2554], [-2.6806, 1.3207, -2.9639], [-2.1319, 1.1696, -1.7499], [-2.8290, 0.5454, -0.7968], [-2.2433, 0.2333, 3.7704], [-1.4713, -0.0468, 4.8826], [-0.9821, -2.2024, 7.1750], [0.0285, -0.7796, 6.9113], [0.4666, -2.3331, 6.1803], [-1.4712, -3.4080, 4.7006], [-2.8399, -2.9257, 2.7192], [-3.6607, 0.5341, 1.7356], [-5.6020, -1.1971, -0.4133], [-5.6308, -0.2512, -2.5013], [-4.3645, 0.9677, -4.2414], [-2.0954, 1.8751, -3.6977], [-2.3153, 0.4260, 0.1539], [-2.4788, 1.2592, 3.5163], [-1.1020, 0.7644, 5.4930], [2.4440, 1.7431, -4.1835], [3.1197, 3.1687, -3.5008], [2.2254, 3.7535, -2.6997], [2.3725, 4.9107, -1.9249], [1.3316, 5.2375, -1.0835], [0.2130, 4.4010, -0.9785], [0.0204, 3.3120, -1.7142], [0.9786, 3.0509, -2.6286], [0.8631, 2.0044, -3.4671], [3.2783, 5.4919, -1.9830], [1.3853, 6.1290, -0.4797], [-0.5606, 4.6226, -0.2547], [-1.9895, -2.0831, -1.4902], [-0.5804, -1.9178, -1.6631], [0.0320, -1.1389, -0.5695], [-0.2200, -1.0277, -3.0062], [0.7770, -1.6230, -3.6799], [1.5640, -0.9137, -4.9531], [1.1069, -2.9752, -3.2155], [2.0210, -3.8492, -3.7891], [2.1501, -5.1150, -3.2391], [1.3841, -5.5006, -2.1466], [0.4983, -4.6130, -1.5401], [0.3845, -3.3554, -2.0865], [2.5996, -3.5295, -4.6429], [2.8483, -5.8145, -3.6715], [1.4832, -6.5002, -1.7529], [-0.0800, -4.9063, -0.6789]],
  "forces_ev_per_angstrom": [[-0.14, 2.60, 0.62], [0.19, 0.04, 0.12], [0.16, -0.11, -0.45], [-0.07, 0.13, 0.62], [-0.63, -0.12, -0.79], [0.24, -0.07, 0.66], [0.94, -0.06, 0.43], [0.47, -0.14, 0.53], [0.62, -0.01, 0.06], [0.28, -0.18, 0.77], [-0.01, 0.07, -0.29], [0.17, 0.03, -0.03], [-0.21, -0.05, -0.11], [-0.20, 0.01, -0.40], [0.07, -0.02, 0.07], [0.02, -0.09, -0.01], [-0.08, 0.03, 0.10], [0.03, 0.03, 0.16], [-0.03, -0.06, 0.02], [0.00, 0.03, -0.01], [0.00, 0.22, -0.01], [-0.09, -0.05, -0.09], [0.17, -0.05, 0.17], [0.07, 0.36, -0.02], [-0.36, 0.21, -0.43], [0.05, -0.34, 0.18], [-0.53, -0.36, 0.28], [0.52, 0.62, -0.50], [0.34, 0.03, 0.34], [0.24, 0.06, 0.11], [-0.03, 0.28, 0.05], [-1.67, -0.12, -0.31], [-0.18, 0.01, 0.10], [-0.17, -0.12, -0.09], [0.06, -0.13, -0.04], [0.06, -0.03, 0.12], [0.06, 0.02, 0.05], [0.07, -0.01, 0.09], [0.06, -0.13, 0.00], [-0.04, -0.02, 0.03], [-0.07, -0.18, -0.05], [0.21, -0.01, 0.20], [-0.12, -0.01, -0.01], [-0.01, 0.03, -0.10], [-0.07, -0.23, 0.10], [-0.11, -0.08, -0.20], [-0.05, 0.11, 0.00], [0.05, 0.09, 0.07], [0.17, 0.39, -0.90], [0.50, 0.76, 0.06], [-0.41, -0.64, -0.10], [-0.25, 0.13, 0.40], [0.54, 0.17, -0.31], [-0.30, -0.60, -0.25], [0.05, 0.54, -0.03], [0.69, 0.83, -0.56], [-0.28, 0.63, -0.36], [0.09, 0.11, 0.01], [-0.03, 0.04, 0.11], [-0.01, 0.00, 0.07], [0.16, -0.70, -0.13], [-0.70, -1.22, -0.54], [-0.02, -1.27, 0.86], [-0.47, -1.49, 0.50], [0.63, 0.44, -1.46], [-0.30, -0.49, 0.04], [0.09, -0.51, 0.29], [-0.21, 0.13, 0.17], [-0.03, 0.07, -0.04], [-0.11, 0.18, 0.14], [-0.12, -0.13, 0.24], [0.06, 0.62, -0.42], [0.01, -0.01, -0.06], [0.05, -0.07, -0.04], [0.00, -0.07, 0.07], [-0.06, -0.05, 0.10]],
  "total_charge": 1,
  "lumo_ev": [-4.18, -4.18],
  "largest_force_ev_per_a": 2.7,
  "e_above_lowest_ev": 0.611,
  "gap_ev": [6.09, 6.10],
  "multiplicity": 6,
  "s2": 9.32
}

=====

- Which formula does entry 1 have?
  C34H23F9NO4